No. 1
2 unconnected molecules or ions with the total composition C2H8N2, computed with ωB97M-V/def2-TZVPD.

```
12
Properties=species:S:1:pos:R:3
H 0.223 4.195 -1.757
H -0.193 2.946 -0.499
C 0.255 -1.609 0.658
N -0.288 -1.676 -0.489
N -0.142 -0.692 1.594
H 0.994 -2.332 1.016
H -0.712 2.765 -2.177
H 0.957 2.572 -1.755
C 0.066 3.152 -1.528
H 0.221 -2.328 -1.076
H 0.533 -0.451 2.299
H -0.718 0.056 1.246
```

Computed properties:
Kohn-Sham gap: 10.304 eV
strongest force on any atom: 0.017 hartree/bohr
energy above the lowest of the compared OMol25 structures with the same formula, charge and spin: 1.49 kcal per mole
DFT total energy: -190.4965 Ha
multiplicity: 1
SMILES string: [H]/N=C/N.C

No. 2
2 unconnected molecules or ions with the total composition C2H8N2 at a distorted geometry, computed with ωB97M-V/def2-TZVPD.

```
12
Properties=species:S:1:pos:R:3
H -2.393 0.376 1.425
H -0.233 1.208 0.481
N 1.563 -1.333 -1.363
H -1.446 -0.666 0.458
N -0.395 0.984 1.469
H 2.647 0.372 -1.774
H 0.663 -1.658 -1.043
C 1.816 -0.302 -2.027
H -0.867 1.853 1.714
H 1.371 -0.037 -3.008
H -1.314 -0.692 2.290
C -1.412 -0.104 1.380
```

Computed properties:
Kohn-Sham gap: 9.803 eV
strongest force on any atom: 0.059 hartree/bohr
energy above the lowest of the compared OMol25 structures with the same formula, charge and spin: 52.80 kcal per mole
DFT total energy: -190.4147 Ha
multiplicity: 1
SMILES string: C=N.CN

Look up the energy above the lowest of the compared OMol25 structures with the same formula, charge and spin of the first one.
1.49 kcal per mole

The highest energy above the lowest of the compared OMol25 structures with the same formula, charge and spin belongs to which entry?
number 2

Copy entry 1 word for word.
2 unconnected molecules or ions with the total composition C2H8N2, computed with ωB97M-V/def2-TZVPD.

```
12
Properties=species:S:1:pos:R:3
H 0.223 4.195 -1.757
H -0.193 2.946 -0.499
C 0.255 -1.609 0.658
N -0.288 -1.676 -0.489
N -0.142 -0.692 1.594
H 0.994 -2.332 1.016
H -0.712 2.765 -2.177
H 0.957 2.572 -1.755
C 0.066 3.152 -1.528
H 0.221 -2.328 -1.076
H 0.533 -0.451 2.299
H -0.718 0.056 1.246
```

Computed properties:
Kohn-Sham gap: 10.304 eV
strongest force on any atom: 0.017 hartree/bohr
energy above the lowest of the compared OMol25 structures with the same formula, charge and spin: 1.49 kcal per mole
DFT total energy: -190.4965 Ha
multiplicity: 1
SMILES string: [H]/N=C/N.C

Repeat the second record exactly.
2 unconnected molecules or ions with the total composition C2H8N2 at a distorted geometry, computed with ωB97M-V/def2-TZVPD.

```
12
Properties=species:S:1:pos:R:3
H -2.393 0.376 1.425
H -0.233 1.208 0.481
N 1.563 -1.333 -1.363
H -1.446 -0.666 0.458
N -0.395 0.984 1.469
H 2.647 0.372 -1.774
H 0.663 -1.658 -1.043
C 1.816 -0.302 -2.027
H -0.867 1.853 1.714
H 1.371 -0.037 -3.008
H -1.314 -0.692 2.290
C -1.412 -0.104 1.380
```

Computed properties:
Kohn-Sham gap: 9.803 eV
strongest force on any atom: 0.059 hartree/bohr
energy above the lowest of the compared OMol25 structures with the same formula, charge and spin: 52.80 kcal per mole
DFT total energy: -190.4147 Ha
multiplicity: 1
SMILES string: C=N.CN